# C5H8N2S2

C5H8N2S2 in the gas phase at a distorted geometry (ωB97M-V/def2-TZVPD, the OMol25 dataset).

Atoms and positions in Å:
C -0.52 -0.30 -1.55
C 0.07 -0.77 0.83
C 0.45 -0.93 -0.67
C -0.57 1.69 -0.40
C 0.61 -1.78 1.63
N -1.01 0.88 -1.40
N -0.53 0.24 1.19
S -1.49 3.03 0.23
S 1.22 1.99 -0.25
H -1.12 -0.83 -2.38
H 0.70 -2.01 -0.96
H 1.36 -0.27 -0.77
H 1.75 -1.93 1.61
H 0.30 -2.70 1.34
H 0.36 -1.63 2.75
H -2.79 2.79 0.24
H 1.20 2.53 -1.46

The energy comes out at -1101.06740 a.u. The value obtained for the frontier orbital gap (alpha / beta) is 8.2 / 8.2 eV. For the highest occupied orbital energy (alpha / beta), the calculation gives -8.1 / -8.1 eV. Its energy above the lowest of the compared OMol25 structures with the same formula, charge and spin is 74.5 kcal/mol. The maximum force comes out at 6.05 eV Å⁻¹.

=====

# C2H9NO4

A 3-piece molecular cluster, C2H9NO4 overall at a distorted geometry (ωB97M-V/def2-TZVPD, the OMol25 dataset).

Atoms and positions in Å:
C -0.68 -0.74 1.46
N -1.73 -0.72 0.44
C -1.96 0.24 -0.50
O -2.85 0.08 -1.31
O -1.20 1.34 -0.41
H -0.13 0.20 1.44
H -1.11 -0.83 2.45
H -0.17 -1.69 1.30
H -2.52 -1.34 0.57
H -0.35 1.33 -0.87
O 2.56 -0.88 -0.58
H 2.68 -1.52 -1.29
H 1.68 -0.48 -0.57
O 1.58 1.73 -0.59
H 1.92 1.94 -1.47
H 2.28 1.31 -0.09

The energy comes out at -437.32407 a.u. The value obtained for the frontier orbital gap is 9.8 eV. As for the SMILES: CNC(=O)O.O.O. For the highest occupied orbital energy, the calculation gives -9.5 eV. Its energy above the lowest of the compared OMol25 structures with the same formula, charge and spin is 14.6 kcal/mol. The maximum force comes out at 1.55 eV Å⁻¹.

=====

# C3H4ClN

C3H4ClN in the gas phase at a distorted geometry (ωB97M-V/def2-TZVPD, the OMol25 dataset).

Atoms and positions in Å:
C 2.07 0.58 0.09
C 1.11 -0.05 -0.23
C -0.21 -0.57 -0.33
N -1.21 0.52 -0.01
Cl -2.89 -0.11 0.13
H 2.90 1.05 0.49
H -0.30 -1.54 0.40
H -0.40 -0.80 -1.48
H -1.07 0.93 0.96

The energy comes out at -631.52387 a.u. The value obtained for the frontier orbital gap is 10.3 eV. As for the SMILES: C#CCNCl. For the highest occupied orbital energy, the calculation gives -9.7 eV. Its energy above the lowest of the compared OMol25 structures with the same formula, charge and spin is 71.4 kcal/mol. The maximum force comes out at 3.28 eV Å⁻¹.

=====

# C4H11O3P

A 2-piece molecular cluster, C4H11O3P overall at a distorted geometry (ωB97M-V/def2-TZVPD, the OMol25 dataset).

Atoms and positions in Å:
C 2.53 0.40 1.13
P 1.03 0.06 0.15
C 1.60 -0.71 -1.42
O -0.08 -0.60 0.82
O 0.62 1.54 -0.55
H 3.17 -0.58 1.12
H 3.10 1.06 0.53
H 2.33 0.65 2.15
H 1.86 -1.73 -1.24
H 0.67 -0.89 -2.12
H 2.46 -0.07 -1.93
H -0.29 1.75 -0.13
C -3.06 -0.71 0.03
C -2.38 0.57 0.48
O -2.11 1.50 -0.27
H -3.08 -1.38 0.84
H -2.36 -1.05 -0.76
H -3.98 -0.47 -0.35
H -2.02 0.65 1.50

The energy comes out at -726.11602 a.u. The value obtained for the frontier orbital gap is 10.6 eV. As for the SMILES: CP(C)(=O)O.CC=O. For the highest occupied orbital energy, the calculation gives -9.8 eV. Its energy above the lowest of the compared OMol25 structures with the same formula, charge and spin is 0.0 kcal/mol. The maximum force comes out at 3.95 eV Å⁻¹.

=====

# C5H12NO

C5H12NO in the gas phase at a distorted geometry (ωB97M-V/def2-TZVPD, the OMol25 dataset).

Atoms and positions in Å:
C -2.11 -0.62 0.32
O -3.28 0.19 0.23
C -0.83 0.19 0.06
C 0.30 -0.81 -0.25
C 1.65 -0.15 -0.56
C 2.24 0.56 0.66
N -1.09 0.97 -1.12
H -2.18 -1.49 -0.33
H -2.05 -0.98 1.34
H -0.59 0.78 0.94
H 0.00 -1.51 -1.03
H 0.42 -1.40 0.67
H 1.56 0.49 -1.43
H 2.36 -0.95 -0.79
H 1.66 1.39 1.07
H 3.23 0.95 0.42
H 2.39 -0.18 1.45
H -3.10 0.71 -0.58
H -0.58 1.86 -1.07

The energy comes out at -327.62708 a.u. As for the expectation value of S²: 0.7538. The value obtained for the frontier orbital gap (alpha / beta) is 11.1 / 9.3 eV. Its spin multiplicity is 2. For the highest occupied orbital energy (alpha / beta), the calculation gives -10.1 / -10.1 eV. Its energy above the lowest of the compared OMol25 structures with the same formula, charge and spin is 0.0 kcal/mol. The maximum force comes out at 1.31 eV Å⁻¹.

=====

# C3H5FS

A 2-piece molecular cluster, C3H5FS overall at a distorted geometry (ωB97M-V/def2-TZVPD, the OMol25 dataset).

Atoms and positions in Å:
C -2.01 -0.71 0.14
C -1.65 -0.60 1.26
H -1.89 -0.91 -0.93
H -1.49 -0.29 2.26
F 2.40 -0.29 -0.35
C 1.24 0.29 0.03
S 0.13 0.56 -1.41
H 1.60 1.17 0.39
H 0.63 -0.47 0.62
H 1.02 1.24 -2.00

The energy comes out at -615.23393 a.u. The value obtained for the frontier orbital gap is 10.5 eV. As for the SMILES: C#C.FCS. For the highest occupied orbital energy, the calculation gives -9.7 eV. Its energy above the lowest of the compared OMol25 structures with the same formula, charge and spin is 64.7 kcal/mol. The maximum force comes out at 3.88 eV Å⁻¹.